--- A ---
The following is a DFT calculation (ωB97M-V/def2-TZVPD) of C31H58Cl3N14O2SV as an isolated structure.

HOMO (spin up / spin down)	-0.358 / -0.378	Ha
Kohn-Sham gap (spin up / spin down)	6.6 / 6.8	eV
E_LUMO (spin up / spin down)	-3.1 / -3.5	eV
expectation value of S²	3.78

The geometry in ORCA input format:
```
! wB97M-V def2-TZVPD RIJCOSX def2/J DEFGRID3
* xyz 1 4
V 0.44 -0.48 -0.20
C 3.83 -4.70 0.22
N 3.41 -3.40 0.71
C 4.38 -2.73 1.55
C 2.21 -2.88 0.33
N 2.04 -1.66 -0.10
C 3.22 -0.91 -0.47
C 2.88 0.22 -1.43
N 1.82 1.14 -0.96
C 1.48 1.92 -2.17
C 0.42 3.04 -2.14
N -0.80 2.63 -1.49
C -1.92 2.67 -2.12
N -3.03 2.12 -1.55
C -4.32 2.14 -2.19
C -2.95 1.31 -0.36
N -2.15 3.28 -3.36
C -1.83 4.66 -3.59
C -2.39 2.48 -4.54
C 2.36 1.99 0.10
C 1.32 2.77 0.90
N 0.31 1.94 1.53
C -0.55 2.54 2.27
N -1.43 1.79 3.05
C -0.97 0.98 4.14
C -2.79 2.25 3.22
N -0.67 3.92 2.40
C -0.84 4.51 3.70
C -0.90 4.81 1.29
N 1.12 -3.71 0.49
C 1.16 -4.74 1.51
C 0.27 -4.06 -0.62
H 3.86 -5.44 1.03
H 3.17 -5.02 -0.57
H 4.83 -4.60 -0.20
H 4.78 -3.46 2.25
H 5.22 -2.32 0.97
H 3.90 -1.94 2.12
H 3.73 -0.53 0.42
H 3.90 -1.59 -1.00
H 3.81 0.79 -1.63
H 2.56 -0.24 -2.36
H 2.41 2.40 -2.54
H 1.16 1.20 -2.93
H 0.82 3.93 -1.65
H 0.27 3.30 -3.19
H -4.49 1.24 -2.78
H -5.09 2.20 -1.42
H -4.41 3.01 -2.83
H -1.90 1.20 -0.07
H -3.50 1.78 0.46
H -3.39 0.33 -0.55
H -1.50 5.13 -2.66
H -1.05 4.80 -4.35
H -2.73 5.19 -3.94
H -2.41 1.43 -4.28
H -3.34 2.76 -5.02
H -1.59 2.64 -5.28
H 2.94 1.37 0.78
H 3.06 2.74 -0.33
H 1.86 3.34 1.68
H 0.85 3.49 0.24
H 0.09 0.77 4.01
H -1.11 1.49 5.11
H -1.53 0.04 4.18
H -3.04 2.98 2.45
H -3.46 1.39 3.11
H -2.98 2.69 4.20
H -0.62 3.78 4.47
H -0.14 5.34 3.81
H -1.85 4.91 3.86
H -1.07 4.24 0.38
H -1.80 5.40 1.48
H -0.07 5.51 1.15
H 1.52 -5.70 1.12
H 1.80 -4.43 2.33
H 0.14 -4.87 1.88
H 0.62 -4.96 -1.13
H -0.74 -4.26 -0.25
H 0.26 -3.24 -1.34
C -2.69 -2.69 1.67
C -1.43 -1.97 1.30
N -1.13 -1.57 0.08
N -1.97 -1.96 -0.92
C -1.82 -1.50 -2.19
N -2.61 -2.03 -3.15
S -0.84 -0.19 -2.46
C -0.39 -1.68 2.24
C -0.30 -2.25 3.52
C 0.80 -1.98 4.30
C 1.76 -1.11 3.80
C 1.59 -0.57 2.54
N 0.56 -0.85 1.75
H -3.55 -2.27 1.15
H -2.87 -2.60 2.73
H -2.62 -3.76 1.43
H -2.57 -2.77 -0.76
H -2.90 -3.00 -3.07
H -2.37 -1.76 -4.09
H -1.08 -2.91 3.87
H 0.90 -2.41 5.29
H 2.62 -0.83 4.40
H 2.30 0.16 2.18
Cl 2.24 -5.30 -4.27
C 1.49 -3.71 -4.27
Cl -0.26 -3.90 -4.15
Cl 1.85 -2.87 -5.79
C 2.04 -2.79 -3.06
O 3.17 -3.04 -2.69
O 1.22 -1.96 -2.67
*
```

Löwdin population analysis, charges in e, atoms 1 to 6: 0.792, -0.038, -0.146, -0.046, -0.354, -0.018

--- B ---
The following is a DFT calculation (ωB97M-V/def2-TZVPD) of C31H58Cl3N14O2SV as an isolated structure.

HOMO (spin up / spin down)	-0.362 / -0.363	Ha
Kohn-Sham gap (spin up / spin down)	6.6 / 6.4	eV
E_LUMO (spin up / spin down)	-3.2 / -3.5	eV
expectation value of S²	3.77

The geometry in ORCA input format:
```
! wB97M-V def2-TZVPD RIJCOSX def2/J DEFGRID3
* xyz 1 4
V 0.42 0.71 0.10
C 4.61 0.31 1.46
N 3.73 1.18 0.69
C 4.38 1.77 -0.47
C 2.89 1.98 1.50
N 1.61 1.97 1.29
C 0.77 2.91 2.06
C -0.58 2.26 2.36
N -1.17 1.65 1.16
C -2.40 0.85 1.50
C -2.20 -0.35 2.41
N -1.33 -1.34 1.82
C -1.60 -2.59 2.00
N -2.43 -3.07 2.99
C -2.36 -2.56 4.34
C -3.47 -4.04 2.72
N -0.97 -3.54 1.23
C -0.88 -4.93 1.65
C -0.69 -3.33 -0.17
C -1.59 2.75 0.24
C -2.20 2.25 -1.04
N -1.25 1.40 -1.77
C -1.39 1.38 -3.06
N -2.04 2.34 -3.82
C -3.30 2.01 -4.47
C -1.78 3.75 -3.65
N -0.84 0.35 -3.81
C -0.80 -1.01 -3.30
C -0.87 0.40 -5.26
N 3.46 2.65 2.56
C 3.13 2.33 3.94
C 4.71 3.37 2.37
H 4.06 -0.17 2.27
H 5.48 0.82 1.88
H 4.97 -0.47 0.79
H 5.36 2.19 -0.21
H 3.76 2.54 -0.91
H 4.55 0.98 -1.22
H 0.65 3.82 1.48
H 1.21 3.20 3.01
H -1.27 3.02 2.78
H -0.45 1.50 3.12
H -2.80 0.46 0.57
H -3.13 1.53 1.96
H -3.20 -0.75 2.61
H -1.80 -0.02 3.38
H -1.48 -1.94 4.47
H -2.29 -3.40 5.05
H -3.25 -1.98 4.62
H -3.60 -4.16 1.65
H -4.42 -3.67 3.13
H -3.26 -5.01 3.18
H -1.65 -5.55 1.18
H -0.97 -5.01 2.73
H 0.10 -5.31 1.35
H 0.30 -3.74 -0.40
H -0.72 -2.26 -0.38
H -1.44 -3.81 -0.79
H -0.72 3.35 -0.01
H -2.32 3.38 0.77
H -2.52 3.13 -1.59
H -3.10 1.66 -0.86
H -4.13 2.54 -4.00
H -3.50 0.95 -4.37
H -3.28 2.27 -5.53
H -0.90 3.90 -3.03
H -2.63 4.28 -3.19
H -1.60 4.21 -4.62
H -1.02 -1.01 -2.24
H 0.18 -1.46 -3.50
H -1.56 -1.62 -3.80
H -0.75 1.42 -5.62
H -1.81 0.01 -5.67
H -0.06 -0.21 -5.65
H 2.30 1.62 3.97
H 2.86 3.22 4.51
H 3.99 1.85 4.43
H 4.73 3.84 1.39
H 5.60 2.75 2.49
H 4.76 4.17 3.11
C 2.90 -2.05 -1.98
C 2.17 -1.23 -0.97
N 1.67 -0.06 -1.25
N 1.91 0.43 -2.50
C 1.78 1.74 -2.86
N 2.05 1.96 -4.16
S 1.42 2.99 -1.82
C 2.03 -1.62 0.44
C 2.59 -2.76 0.99
C 2.48 -2.99 2.34
C 1.82 -2.04 3.12
C 1.25 -0.95 2.50
N 1.33 -0.74 1.18
H 3.75 -1.51 -2.39
H 3.27 -2.98 -1.55
H 2.23 -2.33 -2.80
H 2.18 -0.23 -3.21
H 2.02 1.21 -4.84
H 1.90 2.90 -4.50
H 3.12 -3.47 0.36
H 2.90 -3.88 2.79
H 1.73 -2.16 4.19
H 0.70 -0.22 3.07
Cl -6.37 -2.55 -1.28
C -5.08 -1.43 -1.65
Cl -4.82 -1.43 -3.42
Cl -5.58 0.21 -1.14
C -3.69 -1.82 -0.97
O -3.65 -2.96 -0.52
O -2.82 -0.92 -1.02
*
```

Löwdin population analysis, charges in e, atoms 1 to 6: 0.825, -0.049, -0.154, -0.076, -0.365, 0.021

Most stable structure: B